Density functional theory data (the ωB97M-V functional and the def2-TZVPD basis) for a cluster of 2 separate species, C5H10BrN3O3 in total at a distorted geometry.

```
22
Properties=species:S:1:pos:R:3:nbo_charge:R:1
C -0.10 -1.67 0.80 0.5641
C 2.21 -1.52 1.53 -0.4267
C 1.57 -0.72 -0.79 -0.4262
C -1.05 3.26 -1.18 -0.2586
C -1.16 -1.32 -0.17 -0.3135
N -1.27 1.35 0.24 -0.0109
N 1.23 -1.29 0.54 -0.4205
N -2.23 0.63 0.38 0.3571
O -3.40 0.50 0.44 -0.2846
O -0.32 -2.26 1.86 -0.6063
O -1.57 2.75 0.02 -0.4273
Br -2.65 -2.36 -0.21 0.2113
H 1.69 -2.04 2.39 0.2667
H 3.07 -2.05 1.16 0.1965
H 2.52 -0.48 1.95 0.1909
H 2.64 -0.90 -0.90 0.2209
H 1.16 -1.40 -1.50 0.1932
H 1.11 0.23 -1.12 0.2133
H -0.57 2.41 -1.85 0.1831
H -0.21 3.98 -0.80 0.1807
H -1.77 3.86 -1.65 0.1947
H -0.89 -0.96 -1.12 0.2022
```

Values from the calculation:
F_max: 4.356 eV Å⁻¹
HOMO-LUMO gap (alpha / beta): 7.925 / 7.568 eV
Energy above the lowest of the compared OMol25 structures with the same formula, charge and spin: 3.2449 eV